The following is a quantum chemistry calculation of 9 unconnected molecules or ions with the total composition C40H92BrO13PS in a non-equilibrium geometry, from OMol25.

XYZ file:
```
148
Properties=species:S:1:pos:R:3:forces:R:3
Br -1.01850 -3.16602 -0.17592 -0.34 -0.31 1.05
S -6.35779 -2.40018 1.25888 -6.08 -2.35 -1.68
P -3.41169 -0.76615 3.84848 0.02 1.10 2.39
O 6.91814 -4.90878 -1.33880 -0.01 0.18 -0.05
O -2.25368 4.33612 -3.25473 -0.07 0.08 0.11
O -7.43296 -3.35921 1.78573 4.81 2.48 -0.20
O 4.48961 8.59182 4.72722 0.04 -0.16 0.07
O 4.07883 -0.65835 -1.14054 -0.10 0.18 0.10
O -8.67700 -4.27629 -6.85965 0.05 -0.03 -0.15
O -2.31495 -1.56602 4.91999 -0.56 -0.12 -2.72
O -5.63891 -1.43856 2.44217 0.22 -0.81 -1.76
O -5.05095 -0.92059 -3.86292 0.18 -0.11 -0.05
O -7.11232 -1.71373 0.12096 4.47 -0.55 3.30
O 5.98443 2.90907 5.03858 0.01 -0.19 0.03
O -4.95461 -3.21099 0.81727 -1.77 1.67 1.16
O 1.11791 -0.05154 4.06309 -0.31 -0.07 0.00
C 4.50555 9.84780 5.39353 -0.09 -0.02 0.03
C 6.51022 3.74420 2.78769 0.03 0.25 0.04
C -5.65638 -0.73256 -5.13525 0.12 0.06 0.04
C 5.01593 9.42359 2.47472 0.05 0.24 0.05
C -2.37642 0.17771 2.56984 0.84 -0.94 -2.10
C -7.01828 -0.36129 -2.49757 -0.20 0.09 -0.35
C -3.80838 -2.84800 1.69791 -1.04 -0.30 -0.57
C 7.66718 -5.68678 -0.41379 0.08 -0.02 -0.07
C -4.46205 -2.15162 3.00705 -1.68 -2.57 -0.27
C 3.07431 -1.15248 -2.01677 0.01 -0.04 0.11
C -1.11547 5.24477 -5.23489 -0.07 -0.18 -0.17
C 5.99950 4.16499 5.70559 -0.12 0.01 0.06
C -3.04576 -4.26231 1.82461 0.67 0.42 1.05
C -5.49733 -3.99846 5.03805 2.58 3.69 -5.79
C -9.97788 -4.79626 -6.61805 0.00 0.07 -0.06
C 4.09475 8.60374 3.36126 0.12 -0.01 0.00
C 3.14244 10.51435 5.45795 -0.14 0.02 -0.23
C 1.88171 0.74948 3.17172 0.04 -0.08 -0.09
C -5.47978 0.67225 -5.68387 -0.10 0.21 0.13
C -8.15946 -3.38506 -5.87961 0.09 -0.16 0.04
C 5.85747 -5.57405 -2.01431 -0.04 0.08 0.11
C 5.58923 2.92287 3.67299 0.15 -0.02 0.02
C 2.52780 0.26153 6.05310 0.16 0.20 -0.14
C -1.10842 -5.80704 1.03736 -0.40 0.87 -1.15
C 1.83429 -0.70163 5.10551 -0.02 0.08 0.11
C 4.77611 -6.08709 -1.07922 0.06 -0.16 0.19
C -5.55045 -0.11824 -2.79970 -0.17 -0.09 0.06
C 5.29045 -1.40101 -1.07803 0.06 0.03 -0.08
C 8.38121 -6.86421 -1.05431 -0.15 -0.16 -0.16
C -5.20076 -3.19104 4.02621 0.67 -3.89 5.58
C -1.47902 -4.25203 1.42545 -0.28 -2.34 1.31
C 6.02879 -1.46265 -2.40335 -0.07 -0.08 -0.19
C 4.63609 4.83048 5.77024 -0.12 0.02 -0.21
C -1.04274 4.88205 -3.76184 -0.10 0.07 -0.04
C 2.57932 -2.53990 -1.64626 0.20 -0.18 0.03
C -11.05360 -3.72604 -6.55439 0.04 0.21 0.17
C -7.99981 -4.02209 -4.51028 -0.20 -0.08 0.12
C -1.71771 1.96970 -3.65243 0.24 0.02 -0.10
C 2.92183 -0.03823 2.39907 0.21 -0.10 0.11
C -2.69349 3.11801 -3.84170 0.06 -0.05 0.09
H -0.86537 -3.96015 2.37409 -0.86 -0.03 -2.11
H 2.94717 -0.27687 6.90656 -0.04 0.03 -0.07
H 9.04617 -7.34644 -0.33359 -0.05 0.06 -0.04
H -3.09175 -4.57597 2.95084 0.09 0.54 -1.96
H -0.07702 -5.85937 0.50513 -1.68 0.03 1.32
H -3.02427 0.73137 1.77090 0.77 -1.15 1.63
H -8.96896 -4.25995 -4.06420 0.06 0.06 0.04
H -7.47820 -3.34271 -3.83123 -0.01 -0.05 -0.07
H 3.05614 8.93669 3.26675 0.00 0.07 -0.03
H 4.42782 -5.29028 -0.41562 0.00 -0.01 -0.12
H 3.35614 -3.29514 -1.79606 -0.07 0.00 -0.05
H 6.05796 9.12312 2.61615 -0.11 -0.06 -0.04
H 2.80224 10.82511 4.46631 0.02 0.06 0.09
H 5.10323 -2.40489 -0.68338 0.04 -0.06 -0.08
H -1.67215 0.97605 3.00792 -1.24 -1.53 -0.14
H 6.34277 3.96924 6.72472 0.03 -0.21 -0.15
H 5.14525 -6.89991 -0.44848 -0.07 0.00 -0.06
H -6.71381 -1.01341 -5.10025 -0.04 0.11 0.01
H -0.79391 2.13351 -4.21424 -0.06 -0.07 -0.01
H -2.92700 3.26750 -4.90088 0.06 -0.04 -0.05
H 1.82550 1.01508 6.42069 0.00 -0.14 0.00
H 6.25066 -6.37908 -2.64337 -0.02 -0.06 0.04
H 6.44310 4.81013 3.02055 -0.02 -0.04 -0.07
H -5.53283 -4.89313 5.76530 -0.34 2.16 -1.61
H -2.15870 1.03171 -3.99945 -0.01 0.06 0.04
H -6.03570 1.40488 -5.09307 -0.01 -0.02 -0.08
H -7.17386 -3.07335 -6.23637 -0.16 -0.14 -0.18
H 3.88771 4.14090 6.17149 0.11 0.03 0.04
H -1.20485 4.35417 -5.86229 0.07 0.06 0.00
H 4.94881 10.48984 2.70564 -0.02 -0.04 -0.08
H -1.44501 1.86379 -2.59852 -0.11 0.00 -0.06
H -1.20147 -6.51898 1.93536 0.22 1.18 -1.37
H 3.92612 -6.46857 -1.65084 0.07 0.05 0.03
H 2.23608 -0.45376 -1.95165 0.19 0.09 0.11
H -1.98611 5.87535 -5.43590 0.11 0.00 0.08
H 2.33711 1.58909 3.70685 0.08 -0.02 0.02
H -5.84301 0.72947 -6.71319 0.04 -0.02 0.07
H 5.92596 -0.89263 -0.34728 -0.24 0.07 0.00
H -1.73676 -0.59143 1.97181 -0.72 1.50 0.87
H -7.43425 -4.95547 -4.58102 0.02 0.13 -0.04
H 4.12023 7.56340 3.02435 0.01 0.03 0.25
H -1.88450 -6.08895 0.20965 1.38 0.27 1.60
H -4.42636 0.96630 -5.66304 -0.06 -0.09 -0.06
H 3.34571 0.79138 5.55686 0.02 -0.06 0.10
H 2.46799 -0.90692 1.91355 0.00 0.14 -0.05
H 4.84843 9.65216 6.41281 0.03 -0.20 -0.15
H -7.65725 -0.01784 -3.31649 0.03 0.07 0.03
H 7.02951 -6.01441 0.41361 -0.02 -0.08 -0.01
H 3.38825 0.59016 1.63609 -0.06 -0.09 0.01
H -10.20108 -5.46854 -7.45055 0.24 0.07 0.00
H 8.41471 -5.01687 0.01883 -0.17 0.13 -0.14
H -8.77238 -2.47925 -5.82532 -0.06 0.01 0.07
H 3.71339 -0.40757 3.05647 0.02 0.06 -0.05
H -3.34085 -1.97925 1.10871 0.07 -1.60 1.05
H 5.61491 1.88321 3.33371 0.01 0.02 0.24
H 6.74170 4.82932 5.25147 -0.05 0.06 -0.05
H 2.39383 9.82553 5.85942 0.11 0.05 0.04
H 4.67377 5.71930 6.40462 0.01 -0.05 -0.09
H -3.59554 -5.10743 1.25308 0.78 1.88 0.72
H -7.31627 0.17409 -1.59354 0.05 -0.12 -0.08
H 1.09920 -1.28086 5.67071 -0.12 0.10 -0.20
H 7.55224 3.44355 2.92850 -0.12 -0.06 -0.03
H 1.17220 1.18181 2.46006 -0.11 -0.10 0.19
H 2.28613 -2.57682 -0.59318 -0.05 0.06 -0.10
H -11.00739 -3.07858 -7.43461 -0.01 -0.13 0.02
H -0.85087 5.79230 -3.18671 -0.18 -0.16 0.09
H 5.41341 -4.83830 -2.69123 0.23 0.08 0.09
H -7.21225 -1.42757 -2.35676 0.08 0.17 0.11
H 2.54325 -1.42416 4.68831 0.09 0.05 -0.01
H -3.63579 2.86079 -3.35087 0.07 0.23 0.06
H 7.00985 -1.92607 -2.27282 -0.11 0.00 0.02
H 3.18090 11.40334 6.09229 0.01 -0.08 -0.04
H -0.20561 4.20517 -3.56259 0.02 -0.04 -0.07
H 4.74958 9.29310 1.42276 0.01 -0.01 0.09
H -10.93240 -3.08948 -5.67362 -0.08 -0.06 -0.03
H 4.29589 5.14127 4.77862 0.02 0.09 0.10
H -4.96314 -0.37775 -1.91482 0.08 -0.13 -0.18
H 7.67176 -7.61619 -1.41052 0.08 -0.01 0.07
H 5.47740 -2.05165 -3.14098 0.08 -0.03 0.02
H 1.72009 -2.81689 -2.26227 0.05 0.03 0.05
H 3.42377 -1.12064 -3.05381 0.02 -0.09 -0.03
H -0.21284 5.77930 -5.54178 -0.07 -0.03 0.04
H -1.69339 -2.16168 4.43286 -0.47 0.68 0.60
H 6.16294 -0.46003 -2.81942 0.01 -0.05 0.11
H 4.55017 3.25568 3.57954 -0.01 0.09 -0.04
H -5.35848 0.94141 -2.99879 -0.06 0.06 -0.04
H 8.97064 -6.53700 -1.91543 -0.01 0.03 0.13
H -12.04510 -4.18275 -6.50327 0.08 0.02 -0.01
H -5.16946 -1.43690 -5.81599 0.05 -0.05 0.24
H 5.24837 10.51138 4.93921 -0.04 0.06 -0.05
H 6.24366 3.61552 1.73547 0.01 -0.02 0.08
H -9.98045 -5.41271 -5.71334 -0.04 0.05 0.07
```
Positions in Å, forces in eV/Å.

Strongest force on any atom = 7.3 eV Å⁻¹
Orbital gap = 9.13 eV
Charge = 0
Energy = -5870.5216 a.u.
Structure (SMILES) = C#C[C@]1(P(C)O)OS(=O)(=O)O[C@@H]1C[C@@H](C)Br.CCOCC.CCOCC.CCOCC.CCOCC.CCOCC.CCOCC.CCOCC.CCOCC
2S+1 = 1